Record 1
# C2H30F6LiNO19S2

A molecular structure, C2H30F6LiNO19S2 in a non-equilibrium geometry (ωB97M-V/def2-TZVPD, the OMol25 dataset).

Element x y z (Å)
Li 1.4816 2.0055 -1.1298
C 1.5522 -1.6198 -0.4730
F 2.2828 -2.5450 0.1419
F 2.3018 -1.1012 -1.4431
F 0.4796 -2.2369 -0.9663
S 1.0628 -0.2922 0.7193
O 0.3952 -0.9108 1.8393
O 2.3133 0.3746 1.0067
N 0.1577 0.7755 -0.2675
S -1.1992 1.1002 0.4883
O -2.2005 0.0791 0.3010
O -0.9829 1.6367 1.8021
C -1.9257 2.5487 -0.5025
F -1.0377 3.5377 -0.5699
F -2.3238 2.1722 -1.7027
F -2.9758 2.9828 0.1659
O -2.2241 -4.0606 -1.7713
H -2.3374 -3.6683 -2.6433
H -1.3666 -4.5050 -1.8095
O -1.9362 -3.4395 0.9131
H -2.1002 -3.3757 -0.0498
H -2.1151 -2.5551 1.2875
O -5.2240 0.5365 1.4716
H -5.6284 0.9016 0.6778
H -4.2989 0.3862 1.2309
O -1.4426 4.3785 -4.1198
H -1.2692 4.2260 -5.0547
H -1.0235 3.6346 -3.6607
O 1.4101 -1.2411 -4.2893
H 0.6864 -0.7259 -3.8770
H 2.1757 -0.6600 -4.2867
O 1.8234 3.7783 -0.3866
H 1.4305 4.6322 -0.6042
H 2.5512 3.9828 0.2153
O 0.4845 -4.6775 1.5414
H -0.3969 -4.2521 1.6457
H 0.5172 -4.9390 0.6191
O 0.4654 2.3526 -2.9774
H -0.0657 1.5638 -3.2438
H 1.1145 2.4650 -3.6846
O 3.0751 -1.2172 3.6601
H 2.3588 -0.6631 3.9893
H 3.7105 -0.5959 3.2804
O -2.0792 -1.6210 3.0137
H -1.2213 -1.2485 2.7567
H -2.6323 -0.8426 3.2370
O 3.7782 2.2188 2.7390
H 3.0664 2.3192 3.3810
H 3.3600 1.8007 1.9745
O -3.2123 0.7774 3.9150
H -3.9462 1.2397 3.4844
H -2.5985 1.4740 4.1724
O 2.8206 -3.7807 2.5061
H 2.8447 -2.8384 2.7482
H 1.9520 -3.9221 2.0982
O 3.2885 1.4495 -1.6572
H 3.5162 0.9812 -2.4682
H 4.0856 1.9417 -1.4250
O -0.7393 -0.0176 -2.9219
H -0.6011 -0.0373 -1.9524
H -1.4378 -0.6630 -3.0849

Force components x, y, z for each atom (eV/Å):
-0.018 0.350 -0.213
0.376 -1.411 0.211
-0.283 0.827 0.006
-0.457 0.195 -0.151
-0.081 0.536 -0.275
0.603 0.902 0.806
0.224 0.488 -1.576
-0.428 -0.061 -0.516
1.259 -1.944 0.905
-2.186 0.898 0.470
0.216 0.081 -0.031
0.020 0.030 -0.254
0.603 -0.616 0.844
0.129 0.135 -0.411
0.222 0.041 -0.430
-0.304 0.011 0.282
0.235 0.002 -0.297
-0.047 -0.082 0.023
-0.157 0.007 -0.003
-0.107 0.469 -0.604
-0.002 -0.090 0.683
-0.070 -0.396 0.278
0.207 0.156 0.028
0.020 -0.021 0.067
-0.045 -0.146 -0.054
0.097 -0.163 0.025
-0.067 0.031 0.067
-0.025 0.234 -0.076
-0.291 0.314 0.041
0.410 -0.334 -0.094
-0.008 -0.100 -0.067
0.323 0.207 0.088
-0.118 -0.181 -0.028
-0.137 -0.095 0.040
-0.573 0.088 0.114
0.334 -0.161 -0.331
-0.049 -0.043 -0.042
0.205 -0.403 -0.197
0.126 0.268 0.279
-0.113 0.136 0.078
0.184 0.417 0.052
-0.027 -0.138 -0.053
-0.092 -0.054 0.054
-0.100 0.417 -0.121
-0.365 -0.106 0.230
0.427 -0.384 -0.012
-0.032 0.140 -0.147
0.049 -0.006 -0.059
-0.083 -0.196 0.205
-0.338 0.401 0.007
0.024 -0.211 0.012
0.062 -0.130 -0.096
0.336 0.465 0.062
0.014 -0.489 0.090
-0.001 -0.223 0.209
0.200 0.252 -0.335
-0.020 -0.108 0.163
-0.110 -0.056 0.080
-0.168 -0.368 0.274
0.054 0.036 -0.210
-0.054 0.181 -0.089

Output
**Net charge**: 0
**Spin multiplicity**: 1
**LUMO energy**: -1.20 eV
**Molecular weight**: 557.313 g mol⁻¹
**HOMO-LUMO gap**: 7.949 eV

Record 2
# C2H33HfO15

A molecular structure, C2H33HfO15 in a non-equilibrium geometry (ωB97M-V/def2-TZVPD, the OMol25 dataset).

Element x y z (Å)
Hf -1.1418 -2.1212 -3.5633
C 0.4292 0.6072 -0.4718
C -0.7317 -0.2714 -0.2772
O -0.9052 -1.1987 -1.2929
H 0.4633 1.0364 -1.4731
H 1.3501 0.0270 -0.4126
H 0.5863 1.4462 0.2062
H -1.5358 0.4538 -0.1523
H -0.7361 -0.8232 0.6628
O 0.4831 4.1282 2.2131
H 0.0791 4.8079 2.7525
H -0.1596 3.9541 1.5254
O 2.6101 2.2863 1.9737
H 1.7971 2.7649 2.1356
H 3.0713 2.3062 2.8122
O -0.8651 1.3946 2.6834
H -0.9194 2.2122 2.1886
H -1.6549 0.9127 2.4378
O -1.9805 -3.0357 1.3222
H -1.3064 -2.7066 1.9168
H -1.9083 -2.4798 0.5463
O -3.4064 -1.6325 -2.5757
H -4.3074 -1.9350 -2.6900
H -3.3807 -1.2867 -1.6836
O 0.6852 -3.4940 -2.2208
H 1.1475 -4.3317 -2.2468
H 0.6085 -3.2911 -1.2885
O 1.3085 -3.1576 0.5369
H 0.9972 -2.7647 1.3523
H 2.1086 -2.6754 0.3283
O -1.6826 3.3055 0.7344
H -2.0814 3.0292 -0.0908
H -2.3329 3.8835 1.1334
O 1.3669 -0.0849 3.1568
H 0.8693 0.6629 2.8260
H 0.8168 -0.8439 2.9629
O 3.7699 -2.3877 -0.2094
H 4.7210 -2.4881 -0.2475
H 3.6325 -1.4490 -0.0827
O 3.9338 0.2056 0.8499
H 3.3070 0.7611 1.3133
H 4.5960 -0.0089 1.5070
O -4.5402 -1.1627 0.0767
H -5.3018 -0.5829 0.0752
H -3.9901 -0.8346 0.7879
O -1.7538 0.2823 -3.5879
H -2.3454 0.6118 -2.9113
H -1.5818 1.0405 -4.1463
O 2.2839 1.6083 -3.9739
H 1.6878 0.9067 -3.7115
H 1.8391 2.4130 -3.7078

Force components x, y, z for each atom (eV/Å):
-0.246 3.765 8.817
2.772 0.149 -0.675
-0.660 1.328 0.661
-0.728 -3.127 -5.285
-0.381 0.077 -0.190
0.211 -0.065 0.114
-0.570 -0.248 0.342
-1.130 -0.302 -0.407
0.404 -0.235 0.139
0.102 -0.382 0.012
0.159 0.290 0.396
-0.025 0.260 -0.433
0.151 -0.482 -0.361
-0.386 0.707 0.182
0.233 0.114 0.360
0.155 -0.438 -0.123
-0.077 0.447 -0.027
-0.319 -0.057 0.261
-0.262 0.080 -0.202
0.127 -0.140 0.442
0.014 -0.043 -0.208
2.184 -0.768 -1.972
-0.779 -0.549 -0.374
-0.087 0.188 1.652
-2.069 1.471 -2.666
0.396 -0.850 -0.484
0.065 0.632 2.133
-1.328 -0.003 -0.786
-0.056 -0.209 0.297
1.310 -0.133 -0.022
-0.060 -0.373 -0.225
-0.036 0.158 -0.255
-0.361 0.404 0.257
0.803 -0.579 -0.191
-0.419 0.415 0.079
-0.157 -0.193 0.308
-0.581 -0.363 -0.439
0.294 -0.252 0.038
0.377 0.976 0.299
0.133 -0.759 -0.730
-0.610 0.740 0.342
0.366 -0.124 0.218
0.764 0.003 -0.994
-0.547 0.145 0.074
0.046 -0.149 0.555
0.828 -1.821 -0.715
-0.423 -0.192 0.589
0.383 0.444 -0.865
-0.128 -0.297 -0.194
0.059 -0.178 0.204
0.085 0.516 0.052

Output
**Net charge**: +3
**Spin multiplicity**: 1
**LUMO energy**: -15.67 eV
**Molecular weight**: 475.761 g mol⁻¹
**ΔE to the lowest compared entry with this formula, charge and spin**: 65.49 kcal per mole
**HOMO-LUMO gap**: 2.037 eV

Record 3
# C2H33O15

15 unconnected molecules or ions with the total composition C2H33O15 in a non-equilibrium geometry (ωB97M-V/def2-TZVPD, the OMol25 dataset).

Element x y z (Å)
C -0.9384 0.2512 -0.8149
C -0.8103 1.3979 0.1607
O -0.3497 0.8236 1.2989
H -0.0817 -0.4135 -0.8276
H -1.0105 0.6468 -1.7786
H -1.8243 -0.3637 -0.5687
H -1.6514 2.0589 0.3648
H 0.0087 2.0815 -0.1263
O 0.8798 0.4743 3.6027
H 0.3585 0.6378 2.8313
H 0.3698 -0.2787 3.9251
O 0.3809 -0.3387 -3.7037
H 0.6732 0.5605 -3.5286
H 0.3003 -0.5077 -4.6781
O 2.3306 0.7551 0.7231
H 1.3859 0.6614 0.9335
H 2.6209 -0.1693 0.7879
O 2.5332 2.9064 -0.7655
H 3.0910 3.2279 -0.0117
H 2.3255 2.0319 -0.5053
O -2.8066 -2.4922 0.3362
H -1.9101 -2.2830 0.5786
H -3.2661 -2.6008 1.1631
O 0.0406 -3.5848 -1.5124
H 0.0837 -2.9971 -0.7474
H -0.4098 -2.9803 -2.1127
O 0.1764 3.2333 2.6514
H -0.2451 2.6604 1.9690
H 1.0261 2.9054 2.8667
O 2.0448 -1.7820 -2.3287
H 1.6808 -2.6753 -2.4830
H 1.3425 -1.1752 -2.6989
O -0.1864 -2.0642 1.0348
H -0.4848 -1.1482 0.9936
H -0.3501 -2.2694 1.9698
O -1.6641 2.1622 4.2536
H -0.9412 2.4307 3.7024
H -2.2888 1.7639 3.6408
O -1.6874 -2.0592 -2.8299
H -1.3887 -1.1932 -3.0128
H -2.3778 -1.9110 -2.1899
O 1.1112 2.1913 -3.4567
H 1.9607 2.6942 -3.4990
H 0.7700 2.5051 -2.6349
O -2.6476 0.0291 2.5171
H -1.8466 0.3243 2.0473
H -2.9985 -0.5739 1.8704
O 2.5542 -1.9654 0.3323
H 1.7993 -1.7693 0.8384
H 2.3176 -1.8186 -0.5781

Force components x, y, z for each atom (eV/Å):
-1.295 0.217 0.336
1.942 -0.121 -0.224
-0.301 -1.126 2.299
0.405 0.236 0.274
-0.562 0.347 -1.971
0.230 0.355 -0.235
-0.881 -0.206 -0.561
-0.244 0.272 -0.939
0.533 -1.099 1.283
-0.528 0.897 -1.593
0.274 0.109 0.653
-1.150 -1.096 -1.505
0.343 0.848 -0.533
0.364 0.557 1.501
0.143 -0.219 0.013
-0.645 0.386 0.380
0.550 0.138 -0.328
1.167 2.798 -0.055
-0.892 -0.490 -1.095
-0.179 -2.082 0.825
-1.111 0.077 -0.658
1.029 -0.219 0.097
-0.325 -0.208 0.377
0.338 -0.009 0.249
0.324 -0.461 0.475
-0.572 -0.240 -0.526
-1.723 1.223 -0.870
1.103 -0.063 0.645
1.202 -0.984 0.011
-0.458 0.109 -0.423
0.110 0.405 0.395
0.985 -0.895 0.183
-0.375 -0.560 0.806
0.391 1.362 0.097
0.301 -0.193 -0.241
-1.382 -0.346 0.878
0.985 0.533 -0.333
-0.129 -0.216 0.138
-0.737 -1.146 -0.277
0.967 1.652 -0.564
-0.511 -0.335 0.584
1.376 0.782 -0.883
-0.778 -0.843 0.004
-0.561 0.365 1.248
-0.299 -0.199 0.257
1.032 0.520 0.021
-0.665 -0.360 -0.359
2.207 -0.500 0.528
-1.754 -0.081 0.912
-0.246 0.108 -1.297

Output
**Net charge**: -1
**Spin multiplicity**: 1
**LUMO energy**: 2.44 eV
**Molecular weight**: 297.271 g mol⁻¹
**ΔE to the lowest compared entry with this formula, charge and spin**: 10.80 kcal per mole
**HOMO-LUMO gap**: 8.569 eV

Record 4
# C2H36NO14S2

15 unconnected molecules or ions with the total composition C2H36NO14S2 in a non-equilibrium geometry (ωB97M-V/def2-TZVPD, the OMol25 dataset).

Element x y z (Å)
N 0.5293 0.1287 -1.4214
C 0.2873 1.0198 -0.2182
C -1.1871 1.2410 0.0116
S -1.4257 2.1214 1.5866
S -3.0283 1.4979 2.5518
H -0.1966 0.2910 -2.0766
H 0.6339 -0.8662 -1.1526
H 1.3750 0.4047 -1.9482
H 0.7929 1.9521 -0.4522
H 0.7139 0.4501 0.6194
H -1.6778 1.8002 -0.7770
H -1.6783 0.2843 -0.0319
H -2.4740 0.5275 3.3083
H -0.5529 -3.9990 -2.5909
H 0.3820 -3.2368 -3.6288
O 0.3640 -3.6344 -2.7514
H 3.2965 1.5734 -2.9528
H 4.2896 0.6844 -2.2175
O 3.3377 0.8935 -2.2924
H 1.6690 -2.7508 -1.9502
H 2.1340 -2.6002 -0.4837
O 1.8813 -2.0961 -1.2836
H -2.4964 2.1345 -4.6232
H -2.3087 1.9885 -3.1801
O -2.2318 1.4650 -3.9975
H -2.3238 -0.1925 -2.5490
H -2.9229 -1.1938 -1.5804
O -2.0905 -0.9321 -2.0238
H -4.4308 -1.9955 0.5538
H -4.9099 -1.6617 -0.8274
O -4.1655 -1.4886 -0.2331
H -2.1759 -2.9856 0.2788
H -1.7772 -4.1191 1.1565
O -2.3002 -3.2951 1.1695
H -2.8829 4.1198 -1.7129
H -1.4929 3.8009 -1.6819
O -2.2620 3.5174 -2.1597
H 2.4665 -3.3396 4.1478
H 2.0345 -2.0488 3.3865
O 1.7775 -2.9488 3.5846
H -0.3989 -2.2039 3.2683
H -1.5354 -2.1010 2.2856
O -1.2273 -1.7258 3.1334
H 3.0088 2.7867 2.1735
H 3.6224 2.1601 3.4925
O 3.3561 2.9858 3.0444
H 1.1965 0.8682 4.9060
H 0.3381 -0.0181 4.2952
O 1.2758 0.0758 4.3655
H 3.0994 -0.2228 1.6086
H 3.0670 -0.1219 3.0971
O 3.1689 -0.7314 2.4225
H 2.1311 3.6764 -3.2783
H 2.1940 4.3836 -1.9756
O 1.7306 3.6772 -2.3959

Force components x, y, z for each atom (eV/Å):
0.638 1.153 0.250
0.432 -0.497 -0.281
-0.606 -0.470 0.005
1.547 0.879 -0.466
-1.074 -0.708 0.415
-1.289 -0.431 -0.697
0.051 0.033 -0.489
0.281 -0.296 0.771
0.309 0.018 0.406
0.053 0.666 -0.042
0.252 0.270 -0.196
-0.308 -0.427 0.571
-0.006 -0.069 -0.121
1.604 0.756 -0.527
-0.416 -0.232 -0.078
-1.391 -0.765 0.069
0.001 0.609 -0.433
-0.747 -0.028 0.003
0.600 -0.596 0.474
-0.409 -0.555 -0.109
-0.100 0.310 -0.649
0.776 0.139 1.484
-0.109 0.078 -0.717
0.055 -0.061 -0.095
0.120 -0.141 0.888
-0.538 1.151 -1.293
0.553 0.127 0.057
0.051 -1.344 0.924
0.462 0.230 -0.075
0.064 0.196 -0.008
-0.700 -0.483 0.037
-0.200 0.517 -0.769
-0.387 0.321 0.436
0.471 -0.934 -0.005
-0.491 -0.476 -0.555
1.339 -0.075 0.040
-0.841 0.837 0.607
-0.401 0.413 -0.334
0.470 0.312 -0.051
-0.275 -0.839 0.238
0.147 -0.048 0.366
-0.204 0.088 0.509
0.317 0.164 -0.425
0.029 -0.347 0.038
-0.262 0.584 -0.636
0.244 -0.208 0.625
1.026 0.403 0.331
-1.306 -1.190 -0.847
0.269 0.901 0.522
0.076 -0.096 0.022
-0.599 1.894 2.285
0.535 -1.759 -2.451
-0.380 -0.006 0.110
0.440 0.845 0.745
-0.177 -0.813 -0.876

Output
**Net charge**: +1
**Spin multiplicity**: 1
**LUMO energy**: -2.62 eV
**Molecular weight**: 362.437 g mol⁻¹
**ΔE to the lowest compared entry with this formula, charge and spin**: 0.00 kcal per mole
**HOMO-LUMO gap**: 9.068 eV

Record 5
# C2H37NO18

17 unconnected molecules or ions with the total composition C2H37NO18 in a non-equilibrium geometry (ωB97M-V/def2-TZVPD, the OMol25 dataset).

Element x y z (Å)
O 0.2710 -3.2150 -0.3141
C 0.0943 -2.8855 0.8361
O 0.3890 -3.7522 1.8419
C -0.2113 -1.5130 1.3500
N -0.3934 -0.4326 0.4127
H 0.2609 -4.6517 1.5274
H -1.1110 -1.6826 1.9992
H 0.6206 -1.3406 2.0591
H -0.9827 -0.7312 -0.3503
H 0.4502 0.0490 0.1516
H 2.9930 -1.3687 1.5556
H 2.8468 -2.2799 2.6988
O 2.5132 -1.4211 2.4247
H 4.3776 0.0321 0.4977
H 4.0740 -1.1425 -0.5741
O 4.1878 -0.9121 0.3606
H -3.4154 1.3738 1.7264
H -2.3347 1.1495 0.5533
O -3.1722 0.8788 0.9332
H -0.4235 1.6659 -2.0809
H -0.4234 0.9445 -3.5240
O 0.0970 1.1494 -2.7196
H 0.2207 -1.6292 -1.4331
H 0.4174 -0.7120 -2.8179
O 0.1366 -1.5308 -2.3909
H -3.1537 -1.4946 -1.2572
H -4.1494 -1.7418 -0.3082
O -3.6248 -2.2822 -0.9204
H -0.1895 2.5410 -0.2128
H -0.8458 3.6207 -1.0568
O -1.0297 2.7402 -0.6942
H 2.9795 2.1876 -2.7220
H 1.5326 1.9408 -2.1106
O 2.4519 2.2197 -1.9196
H 1.5431 -0.1030 3.1942
H 1.6755 1.3683 3.4117
O 1.1749 0.6108 3.7542
H -3.8522 -2.3103 1.2221
H -3.2018 -1.1553 1.8801
O -3.3055 -2.1079 1.9879
H -2.3674 -0.6943 -4.0181
H -2.7217 0.4111 -3.0066
O -2.1485 0.2076 -3.7713
H 2.5026 0.7261 0.3018
H 3.5433 1.6688 -0.4083
O 3.1446 1.4231 0.4534
H -3.0496 1.9905 -1.7218
H -3.9190 1.2204 -0.7656
O -3.7299 1.3064 -1.7230
H -0.4584 1.2002 2.8324
H -0.9371 2.2236 3.9198
O -1.0483 1.9496 3.0110
H 1.8893 -1.3821 -2.1091
H 2.9630 -2.5236 -2.1977
O 2.8559 -1.5629 -2.2059
H 2.0209 2.9300 0.5261
H 0.8302 3.4832 1.4103
O 1.1423 3.3458 0.5012

Force components x, y, z for each atom (eV/Å):
-0.620 0.331 0.140
1.547 -0.518 -0.501
-0.836 0.631 0.378
-0.618 -0.466 1.827
-0.433 -0.392 0.666
0.224 -0.195 -0.304
0.627 0.395 -0.608
-0.702 0.112 -0.593
0.242 0.401 -0.337
0.001 -0.235 -0.449
-0.079 0.617 0.322
-0.282 -0.150 0.658
0.998 -0.461 -0.873
-0.192 -0.509 -0.375
-0.156 0.456 -0.115
0.386 -0.783 0.391
0.769 0.204 -0.261
0.555 0.440 0.624
-1.265 -0.750 -0.036
-0.621 -0.094 -0.280
-0.355 0.324 0.799
0.761 0.309 -0.376
0.064 0.280 -0.197
-0.439 0.317 1.095
-0.149 -1.049 -1.097
0.350 -0.802 -0.557
-0.571 -0.546 -0.149
0.050 1.642 0.140
-0.371 0.544 0.056
-0.101 -0.208 0.224
-0.025 -0.324 -0.498
-0.475 -0.108 -0.236
0.629 -0.110 -0.725
0.331 0.331 0.249
0.124 -0.099 0.644
-0.140 -0.055 0.380
0.489 0.092 -0.829
0.230 -0.624 0.277
0.163 0.317 0.169
-0.315 0.231 0.028
0.068 -0.093 -0.047
0.000 -0.031 -0.234
-0.338 0.021 -0.061
0.177 -0.044 -0.460
-1.067 -0.250 0.227
0.767 0.961 0.665
0.034 0.163 -0.020
0.062 -0.154 -0.316
0.020 0.030 0.295
-0.017 0.204 0.699
0.297 -0.332 0.235
-0.631 0.386 -1.004
0.859 -0.798 -0.322
-0.388 0.226 -0.089
0.238 0.281 0.404
-0.054 -0.123 0.169
0.255 -0.144 -0.259
-0.079 0.201 0.447

Output
**Net charge**: 0
**Spin multiplicity**: 1
**LUMO energy**: 0.04 eV
**Molecular weight**: 363.307 g mol⁻¹
**ΔE to the lowest compared entry with this formula, charge and spin**: 0.00 kcal per mole
**HOMO-LUMO gap**: 10.091 eV

Record 6
# C2H3AgF4NO4S2

A molecular structure, C2H3AgF4NO4S2 in a non-equilibrium geometry (ωB97M-V/def2-TZVPD, the OMol25 dataset).

Element x y z (Å)
N 0.2701 0.3427 0.7647
S 1.9752 1.3906 0.6669
O 2.4434 1.0050 -0.7096
O 2.7277 0.6616 1.7194
S -0.7290 0.7798 -0.4114
O -0.6183 -0.0287 -1.6419
O -0.7148 2.2326 -0.5712
C -2.4474 0.3513 0.2245
F -2.6815 -0.9431 0.0747
F -2.5501 0.6740 1.5014
F -3.3341 1.0385 -0.4777
Ag 1.6042 0.0142 -2.6138
F 2.1734 -1.9916 -3.0198
C 0.4699 -1.1197 1.0341
H 1.5248 -1.3726 1.2106
H -0.0367 -1.7342 0.2795
H -0.0769 -1.3005 1.9696

Force components x, y, z for each atom (eV/Å):
-0.203 -0.228 -0.708
1.482 -1.231 -0.151
-0.414 0.695 1.527
-0.979 0.805 -1.177
0.797 0.321 -1.031
-0.591 0.820 1.478
-0.076 -1.681 0.450
1.164 0.339 -0.506
-0.195 -0.394 0.102
-0.243 0.057 0.473
-0.417 0.119 -0.122
0.284 -0.688 0.026
-0.060 0.257 -0.217
-1.186 0.576 0.474
-0.295 0.307 -0.477
0.657 0.083 -0.104
0.274 -0.156 -0.036

Output
**Net charge**: -1
**Spin multiplicity**: 1
**LUMO energy**: 3.04 eV
**Molecular weight**: 353.043 g mol⁻¹
**ΔE to the lowest compared entry with this formula, charge and spin**: 0.00 kcal per mole
**HOMO-LUMO gap**: 8.717 eV